(1)
{
  "formula": "C8H10O",
  "method": "the ωB97M-V functional and the def2-TZVPD basis",
  "lumo_ev": 0.8878,
  "orbital_gap_ev": 10.2,
  "molar_mass_g_mol": 122.2,
  "e_tot_ha": -385.8206,
  "symbols": ["C", "C", "C", "C", "C", "C", "C", "C", "H", "H", "H", "H", "H", "H", "H", "H", "H", "H", "O"],
  "positions_angstrom": [[-3.27472, -0.17883, 0.19663], [-1.79075, -0.01394, 0.10009], [-1.05125, -1.21246, -0.05489], [0.37766, -1.10386, -0.26623], [0.95098, 0.16741, -0.26292], [2.42353, 0.18399, -0.47308], [0.16268, 1.20632, -0.17851], [-1.22872, 1.19420, 0.08075], [-3.80621, 0.75923, -0.08952], [-3.93466, -0.88721, -0.44529], [-3.48104, -0.02334, 1.27390], [-1.61706, -1.88913, -0.35941], [0.86193, -1.84356, -0.40211], [2.76764, 1.30238, -0.48409], [2.56934, -0.35584, -1.11142], [2.76308, 0.08011, 1.43298], [0.94734, 2.26237, -0.09792], [-1.54674, 1.99104, 0.05020], [3.13249, -0.35664, 0.67272]],
  "atomic_forces_ev_per_a": [[-2.48, 2.01, -0.09], [-1.49, -2.77, -0.78], [6.86, 7.82, 0.99], [-9.55, 8.51, 2.38], [1.25, -3.69, -0.33], [-2.27, 12.44, 14.27], [1.32, 6.23, 1.75], [9.12, -11.90, -0.57], [0.75, -0.06, -0.38], [1.82, 0.28, 1.67], [-0.52, -1.48, -0.24], [-4.19, -7.00, -1.85], [6.41, -9.63, -1.84], [-0.47, -1.98, -1.12], [3.93, -9.95, -13.19], [-0.12, 0.18, 0.58], [-3.17, -2.59, -0.47], [-7.04, 14.01, -0.03], [-0.16, -0.43, -0.76]]
}



(2)
{
  "formula": "C6H10",
  "method": "the ωB97M-V functional and the def2-TZVPD basis",
  "lumo_ev": 0.0721,
  "orbital_gap_ev": 7.9,
  "molar_mass_g_mol": 82.1,
  "e_tot_ha": -234.4625,
  "symbols": ["C", "C", "C", "C", "C", "C", "H", "H", "H", "H", "H", "H", "H", "H", "H", "H"],
  "positions_angstrom": [[2.24122, -0.45544, 0.26842], [0.18992, 0.30338, -1.10314], [-0.74296, -0.81537, -0.69536], [-1.80310, -0.21339, 0.25093], [-1.28136, 1.17645, 0.45958], [-0.11573, 1.38726, -0.18580], [1.53001, -0.54614, 1.09467], [2.97470, 0.31965, 0.49427], [2.71225, -1.41882, 0.06689], [1.73587, -0.15365, -0.68390], [-1.17487, -1.24144, -1.60678], [-0.18956, -1.64143, -0.22777], [-1.93424, -0.73544, 1.20857], [-2.78234, -0.20074, -0.24024], [-1.82314, 1.92814, 1.03133], [0.46334, 2.30698, -0.13167]],
  "atomic_forces_ev_per_a": [[0.15, -0.05, 0.12], [-0.42, 0.10, 0.00], [-0.07, 0.02, -0.11], [-0.02, 0.04, 0.01], [0.01, -0.04, -0.04], [-0.11, 0.01, -0.06], [0.15, 0.03, -0.21], [0.06, -0.17, 0.05], [0.11, 0.09, 0.12], [0.26, -0.11, 0.24], [-0.07, 0.02, 0.14], [-0.01, 0.24, -0.14], [-0.02, 0.07, -0.13], [0.07, 0.02, 0.09], [0.10, -0.13, 0.00], [-0.16, -0.13, -0.08]]
}



(3)
{
  "formula": "C4H4O2S2",
  "method": "the ωB97M-V functional and the def2-TZVPD basis",
  "lumo_ev": -2.4707,
  "orbital_gap_ev": 6.9,
  "molar_mass_g_mol": 148.2,
  "e_tot_ha": -1101.5982,
  "symbols": ["C", "C", "C", "C", "H", "H", "H", "H", "O", "O", "S", "S"],
  "positions_angstrom": [[-0.10743, 1.49022, -0.21621], [-0.50033, 0.46336, 0.79696], [-0.69449, -0.96432, 0.22317], [0.58204, -1.76568, 0.18234], [1.21395, 0.45032, -1.24115], [-1.04411, 2.08208, -0.52202], [0.62332, 2.18513, 0.22799], [0.41017, -2.81751, -0.00256], [0.36951, 0.93727, -1.40715], [-0.83575, 0.60799, 1.95550], [-2.14486, -1.48004, -0.28770], [2.12799, -1.18883, 0.29083]],
  "atomic_forces_ev_per_a": [[-0.51, 1.60, -0.30], [-1.68, -1.42, 0.84], [1.02, 0.42, -0.07], [0.33, 0.44, -0.20], [-0.91, 0.68, -0.03], [1.23, -0.80, 0.71], [-0.34, -0.04, 0.03], [0.04, -0.28, 0.08], [0.86, -0.72, -0.33], [0.78, 0.55, -1.08], [0.92, 0.05, 0.31], [-1.75, -0.47, 0.04]]
}